Here is the molecule C12H22N4O4 at a distorted geometry from the OMol25 dataset. Energies are from the ωB97M-V functional and the def2-TZVPD basis.

Geometry as XYZ:
```
42
Properties=species:S:1:pos:R:3:lowdin_charge:R:1
O 0.33920 1.30491 -4.14552 0.0375
O 2.05213 1.91246 1.07622 0.0224
O -0.10363 -1.84192 3.23406 0.0473
O -1.89570 1.05061 -0.00296 0.0632
N 0.18786 0.66493 -0.68468 0.1208
N 1.98063 3.49837 2.57675 0.1813
N -1.36715 -0.14836 2.52060 0.1114
N 2.04209 0.84041 -3.00225 0.0510
C -0.73913 0.78165 0.29164 -0.4261
C -2.36638 -2.21131 3.00842 -0.0063
C -0.33067 0.54365 1.75724 -0.1856
C -0.08740 0.25857 -2.06430 -0.1667
C 1.47527 2.43547 2.04007 -0.5478
C 0.78284 0.86631 -3.07406 -0.5279
C -0.61606 -2.15862 -0.93156 -0.0569
C 0.19364 1.81130 2.51349 -0.0270
C -0.32185 -1.32590 -2.28018 -0.2594
C -1.21525 -1.35332 3.06059 -0.5788
C -1.66931 -1.48971 -3.03803 -0.0717
C 2.86079 0.44533 -1.86274 -0.0331
H -2.56340 -1.18894 -2.48877 0.0939
H 0.47226 -0.18630 1.78543 0.1392
H -2.22203 -3.07836 3.65716 0.0980
H 0.33138 -2.38976 -0.38725 0.0880
H 0.29421 1.48175 3.55632 0.1333
H -0.61159 2.57490 2.41539 0.1417
H -1.02426 0.72456 -2.26629 0.1329
H 0.55562 -1.79782 -2.70613 0.1242
H 2.56215 -0.58806 -1.58679 0.0993
H 3.97641 0.31297 -2.04102 0.1179
H -3.18067 -1.64137 3.38902 0.0742
H 1.44712 4.10280 3.14989 0.1052
H -1.43598 -1.74651 -0.34668 0.0653
H -2.62891 -2.53266 1.97743 0.1095
H 2.99934 3.66853 2.40653 0.1579
H -2.28949 0.15911 2.42159 0.1220
H -1.52919 -0.95254 -3.95830 0.0698
H 2.51620 1.02801 -3.84127 0.1401
H 2.68789 1.21375 -1.19621 0.0366
H 1.11050 0.58104 -0.29283 0.0812
H -0.93719 -3.09157 -1.31873 0.0485
H -1.73230 -2.53836 -3.32131 0.0739
```

Summary:
- F_max (eV Å⁻¹) = 6.32
- HOMO-LUMO gap (eV) = 9.56
- SMILES = CNC(=O)[C@H](NC(=O)[C@@H](CC(N)=O)NC(C)=O)C(C)C
- E_tot (eV) = -26951.31061
- E_LUMO (eV) = 0.512
- relative energy (zero: lowest compared OMol25 entry of this formula, charge and spin) (kcal per mole) = 56.6
- multiplicity = 1


Here is the ion C6H10N with charge +1 at a distorted geometry from the OMol25 dataset. Energies are from the ωB97M-V functional and the def2-TZVPD basis.

Geometry as XYZ:
```
17
Properties=species:S:1:pos:R:3:lowdin_charge:R:1
N -0.85925 -0.16229 -0.40738 -0.0883
C 1.14169 0.81625 0.68120 -0.1474
C 0.50541 -0.39686 0.20124 -0.2884
C 1.76249 -0.74999 -0.62263 -0.0818
C -0.78918 -1.15439 0.60311 0.0611
C -1.67552 0.94425 -0.38327 -0.0242
C 2.26618 0.66228 -0.33191 0.1943
H 0.60800 1.70433 0.84484 0.1072
H -2.60571 0.66623 -1.01958 0.1624
H -1.21041 1.82258 -0.72036 0.0912
H 1.67791 -1.24829 -1.55930 0.1198
H 1.68176 0.72178 1.65187 0.1662
H -0.76747 -2.19359 0.34133 0.1376
H 2.46654 -1.30477 -0.08548 0.1181
H -1.28158 -0.91197 1.53113 0.1428
H -0.84080 -0.53939 -1.32939 0.1853
H -2.08008 1.32382 0.60460 0.1440
```

Summary:
- total charge = +1
- F_max (eV Å⁻¹) = 5.56
- HOMO-LUMO gap (eV) = 8.50
- E_tot (eV) = -7860.98696
- E_LUMO (eV) = -4.361
- relative energy (zero: lowest compared OMol25 entry of this formula, charge and spin) (kcal per mole) = 123.6
- multiplicity = 1